Record 1
Below is a molecular structure, C2H5N2S, with properties calculated with ωB97M-V/def2-TZVPD.

The relative energy (zero: lowest compared OMol25 entry of this formula, charge and spin) comes out at 35.55 kcal per mole. Its HOMO-LUMO gap is 9.75 eV.

```
! wB97M-V def2-TZVPD RIJCOSX def2/J DEFGRID3
* xyz 1 1
C -0.2505 -0.4848 -0.1594
C 1.5477 0.9815 -0.0213
N -0.3862 0.8651 -0.0857
N -1.2420 -1.3812 0.1127
S 1.3240 -0.6878 -0.7282
H 1.7632 1.7706 -0.6655
H 1.6729 1.0382 0.9785
H -1.2419 1.3432 0.1221
H -2.0930 -1.0392 0.3763
H -1.0942 -2.4056 0.0705
*
```

These are the Löwdin partial charges, in e, on atoms 1 to 4: atom 1 (C): -0.705, atom 2 (C): -0.063, atom 3 (N): 0.074, atom 4 (N): 0.183

Record 2
Below is 2 unconnected molecules or ions with the total composition C4H9NS, with properties calculated with ωB97M-V/def2-TZVPD.

The relative energy (zero: lowest compared OMol25 entry of this formula, charge and spin) comes out at 74.03 kcal per mole. Its HOMO-LUMO gap (spin up / spin down) is 7.44 / 7.41 eV.

```
! wB97M-V def2-TZVPD RIJCOSX def2/J DEFGRID3
* xyz 0 1
C 0.1100 -0.8363 1.0598
C 1.1148 1.2292 -0.2695
C -1.4594 0.6467 -0.4668
C -0.0593 0.2370 -0.0128
N -0.9420 -1.3699 1.5544
S 0.5696 -1.9166 -1.4048
H 1.1826 -0.9932 1.3796
H 1.0381 1.3730 -1.3226
H 2.0407 0.6584 -0.0818
H 0.9298 2.0380 0.3229
H -1.5078 1.5473 -1.1054
H -1.9141 0.8068 0.4651
H -1.8385 -0.1906 -0.9689
H -0.9768 -2.0059 2.3409
H 1.7122 -1.2238 -1.4902
*
```

These are the Löwdin partial charges, in e, on atoms 1 to 4: atom 1 (C): -0.369, atom 2 (C): -0.051, atom 3 (C): -0.062, atom 4 (C): -0.305

Record 3
Below is a single C3H5BO2 molecule, with properties calculated with ωB97M-V/def2-TZVPD.

The relative energy (zero: lowest compared OMol25 entry of this formula, charge and spin) comes out at 0.00 kcal per mole. Its HOMO-LUMO gap is 10.89 eV. Its SMILES is OB1C=CCO1.

```
! wB97M-V def2-TZVPD RIJCOSX def2/J DEFGRID3
* xyz 0 1
B 0.6756 -0.7613 -0.4292
C 1.0763 0.5802 0.1390
C -0.0157 1.1542 0.6653
C -1.2093 0.1906 0.4605
O -0.6891 -0.9938 -0.1597
O 1.3641 -1.5904 -1.2757
H 1.9637 1.2546 0.1294
H -0.3352 2.0410 1.1967
H -1.7264 -0.3092 1.3693
H -2.0535 0.6939 -0.2423
H 0.9495 -2.2599 -1.8533
*
```

These are the Löwdin partial charges, in e, on atoms 1 to 4: atom 1 (B): -0.640, atom 2 (C): 0.045, atom 3 (C): -0.052, atom 4 (C): -0.190

Record 4
Below is a molecular structure, C30H55MgN5O6P2S3, with properties calculated with ωB97M-V/def2-TZVPD.

The relative energy (zero: lowest compared OMol25 entry of this formula, charge and spin) comes out at 0.09 kcal per mole. Its HOMO-LUMO gap is 9.74 eV.

```
! wB97M-V def2-TZVPD RIJCOSX def2/J DEFGRID3
* xyz 2 1
Mg 0.0866 -0.3307 -0.4340
S 1.3569 1.6483 0.7976
C 0.9028 2.6646 -0.4647
N 0.6308 2.2545 -1.7373
C 0.3430 3.4112 -2.5956
C 0.1458 4.5546 -1.5864
N 0.7043 3.9757 -0.3678
H 1.2616 1.5343 -2.0812
H -0.5443 3.2400 -3.2010
H 1.1818 3.6079 -3.2577
H -0.9091 4.7931 -1.4440
H 0.6748 5.4608 -1.8746
H 0.6860 4.4260 0.5320
O 1.8174 -0.1955 -1.7324
S 3.1260 -0.9706 -1.8749
C 4.2988 0.0062 -2.8682
C 4.4345 1.4636 -2.5563
C 3.6983 2.4073 -3.2672
C 3.8787 3.7622 -3.0243
C 4.7721 4.1849 -2.0505
C 5.5122 3.2500 -1.3421
C 5.3543 1.8985 -1.6051
C 3.8945 -0.7972 -0.2462
C 5.1868 -1.5570 -0.1219
C 6.2666 -0.9657 0.5270
C 7.4621 -1.6537 0.6723
C 7.5936 -2.9361 0.1597
C 6.5238 -3.5321 -0.4923
C 5.3241 -2.8486 -0.6298
H 4.0036 -0.1713 -3.9025
H 5.2347 -0.5342 -2.6981
H 3.0311 2.0771 -4.0572
H 3.3514 4.4967 -3.6200
H 4.9192 5.2413 -1.8698
H 6.2373 3.5756 -0.6083
H 5.9807 1.1759 -1.0967
H 3.1191 -1.1539 0.4365
H 4.0074 0.2713 -0.0584
H 6.1657 0.0322 0.9380
H 8.2927 -1.1874 1.1847
H 8.5286 -3.4691 0.2664
H 6.6252 -4.5300 -0.8979
H 4.4968 -3.3207 -1.1474
O 0.6068 -2.2504 0.0813
S 1.6526 -3.3625 -0.0108
C 0.7712 -4.9087 -0.3414
C 0.4612 -5.5424 1.0088
C 1.7009 -5.3046 1.8639
C 2.0458 -3.8256 1.7042
H 1.4754 -5.5155 -0.9149
H -0.0828 -4.6634 -0.9714
H 0.2267 -6.6000 0.8972
H -0.4034 -5.0560 1.4629
H 2.5287 -5.9240 1.5130
H 1.5390 -5.5441 2.9138
H 3.0895 -3.5813 1.8974
H 1.4055 -3.1798 2.3083
C -4.1305 -2.1152 -3.0080
O -3.1652 -1.3661 -2.2344
P -1.7484 -1.9799 -1.8145
O -1.1151 -2.5803 -3.1751
C -0.6096 -1.6291 -4.1200
O -2.0945 -3.4433 -1.2320
C -2.6179 -3.6075 0.0877
H -5.1151 -1.7633 -2.7133
H -4.0428 -3.1817 -2.8109
H -3.9711 -1.9235 -4.0673
H -1.3906 -0.9349 -4.4363
H -0.2653 -2.1932 -4.9816
H 0.2297 -1.0699 -3.6958
H -2.6196 -4.6750 0.2908
H -3.6458 -3.2500 0.1411
H -1.9981 -3.0886 0.8222
C -1.6033 3.0916 2.2319
N -2.2643 2.9911 0.9328
C -2.9006 4.2273 0.4987
P -2.7529 1.4991 0.4229
O -1.5831 0.5743 0.2222
N -3.7478 0.9049 1.5819
C -4.0899 -0.5074 1.5765
C -4.6043 1.7241 2.4301
N -3.5780 1.6763 -0.9827
C -2.8976 1.8140 -2.2576
C -5.0132 1.9116 -1.0419
H -0.8123 3.8433 2.1924
H -1.1448 2.1419 2.4970
H -2.3055 3.3864 3.0173
H -2.1561 5.0265 0.4692
H -3.6919 4.5509 1.1832
H -3.3264 4.1155 -0.4957
H -3.3773 -1.0404 0.9564
H -5.0984 -0.6743 1.1833
H -4.0438 -0.9084 2.5914
H -4.4200 2.7822 2.2678
H -4.4224 1.4974 3.4825
H -5.6591 1.5277 2.2182
H -1.8614 1.4937 -2.1661
H -2.9205 2.8509 -2.6149
H -3.3881 1.1875 -3.0053
H -5.4640 1.8130 -0.0580
H -5.4800 1.1834 -1.7091
H -5.2362 2.9131 -1.4222
*
```

These are the Löwdin partial charges, in e, on atoms 1 to 4: atom 1 (Mg): 0.531, atom 2 (S): 0.736, atom 3 (C): -0.803, atom 4 (N): 0.022

Record 5
Below is a molecular structure, C4H5NO2, with properties calculated with ωB97M-V/def2-TZVPD.

The relative energy (zero: lowest compared OMol25 entry of this formula, charge and spin) comes out at 69.99 kcal per mole. Its HOMO-LUMO gap is 9.08 eV.

```
! wB97M-V def2-TZVPD RIJCOSX def2/J DEFGRID3
* xyz 0 1
O 1.6259 1.0021 1.6652
C 1.8866 0.5168 0.5947
C 0.8488 0.2462 -0.4962
O 1.1558 -0.4738 -1.4188
N -0.7334 -0.5124 0.3903
C -1.5695 -1.3082 -0.1152
C -0.5607 0.8263 -0.0968
H 2.9078 0.2368 0.2812
H -2.5076 -0.9756 -0.5582
H -1.3222 -2.3673 -0.1295
H -1.3047 1.1880 -0.8295
H -0.4094 1.5667 0.6949
*
```

These are the Löwdin partial charges, in e, on atoms 1 to 4: atom 1 (O): 0.078, atom 2 (C): -0.167, atom 3 (C): -0.372, atom 4 (O): 0.087

Record 6
Below is a molecular structure, C8H11AsF6MnN2OSSe, with properties calculated with ωB97M-V/def2-TZVPD.

Its HOMO-LUMO gap (spin up / spin down) is 6.77 / 6.55 eV.

```
! wB97M-V def2-TZVPD RIJCOSX def2/J DEFGRID3
* xyz 0 2
Mn -0.5934 -0.9596 -0.5614
F -2.3772 -0.6423 0.5895
As -2.7221 -2.3900 1.0964
F -1.5351 -2.1015 2.3394
F -3.9747 -1.8224 2.1012
F -2.8726 -4.0161 1.5703
F -3.7254 -2.5301 -0.2696
F -1.3153 -2.8362 0.0163
C 1.9168 -1.9904 2.6273
C 0.9973 -0.9924 2.0138
C 0.5117 0.1591 2.8192
O 0.6087 -1.1601 0.8641
H 2.6378 -1.5155 3.2894
H 2.4172 -2.5697 1.8546
H 1.3085 -2.6775 3.2225
H 1.2987 0.5580 3.4560
H -0.2938 -0.2093 3.4608
H 0.1016 0.9298 2.1681
Se 0.3446 1.0457 -1.1662
C -3.3295 0.8808 -6.6668
C -2.4283 1.0152 -5.4803
C -1.7142 2.1857 -5.2177
C -0.9581 2.2067 -4.0629
N -0.9056 1.1649 -3.2461
C -1.6082 0.0761 -3.5668
S -1.5277 -1.3160 -2.5328
N -2.3573 -0.0263 -4.6586
H -2.9332 1.4094 -7.5328
H -4.3049 1.3080 -6.4236
H -3.4746 -0.1703 -6.9022
H -1.7482 3.0383 -5.8808
H -0.3724 3.0697 -3.7642
*
```

These are the Löwdin partial charges, in e, on atoms 1 to 4: atom 1 (Mn): 0.104, atom 2 (F): -0.310, atom 3 (As): 0.799, atom 4 (F): -0.226

no.,E_tot (eV)
1,-15961.3958
2,-16616.2442
3,-7964.7406
4,-108261.1271
5,-9811.2797
6,-198149.4950